Record 1
ORCA calculation (the ωB97M-V functional and the def2-TZVPD basis) on a structure of composition C36H56BN8O8Pb2 at a distorted geometry.

Geometry (Å):
1 Pb 1.044 10.474 -2.033
2 Pb -3.138 9.621 3.477
3 O -0.148 4.431 -0.765
4 C -0.601 3.357 -0.270
5 O -0.431 2.179 -0.722
6 B -1.066 1.197 0.149
7 O -1.885 1.984 1.034
8 C -1.595 3.258 0.847
9 O -1.909 4.226 1.492
10 O -0.140 0.318 0.817
11 C -0.500 -0.939 0.542
12 O 0.039 -2.042 0.876
13 C -1.741 -0.922 -0.364
14 O -1.900 0.372 -0.686
15 O -2.451 -1.939 -0.640
16 C -7.771 -0.240 3.534
17 C -6.451 -0.994 3.424
18 C -6.473 -2.372 3.951
19 C -6.547 -2.375 5.442
20 N -6.564 -2.431 6.597
21 H -7.827 0.748 3.078
22 H -8.126 -0.224 4.565
23 H -8.424 -0.910 2.974
24 H -5.532 -0.408 3.458
25 H -6.300 -1.090 2.348
26 H -5.476 -2.760 3.740
27 H -7.080 -3.060 3.363
28 C -3.606 -6.072 -7.542
29 C -2.888 -5.075 -6.510
30 C -3.134 -3.545 -6.507
31 C -2.910 -2.904 -7.787
32 N -2.661 -2.437 -8.825
33 H -4.677 -6.182 -7.372
34 H -3.186 -7.077 -7.484
35 H -3.609 -5.661 -8.551
36 H -1.808 -5.149 -6.635
37 H -3.080 -5.439 -5.501
38 H -2.378 -3.133 -5.838
39 H -4.103 -3.226 -6.124
40 C 6.278 -1.955 6.340
41 C 5.320 -2.250 5.185
42 C 4.885 -3.670 4.909
43 C 5.741 -4.717 5.509
44 N 6.357 -5.517 5.944
45 H 5.951 -2.278 7.328
46 H 6.536 -0.897 6.372
47 H 7.237 -2.453 6.192
48 H 5.756 -1.869 4.261
49 H 4.359 -1.768 5.363
50 H 4.674 -3.865 3.857
51 H 3.970 -4.022 5.386
52 C 1.816 -8.848 -2.024
53 C 1.055 -8.435 -0.785
54 C -0.229 -7.752 -1.010
55 C -1.063 -8.700 -1.732
56 N -1.759 -9.521 -2.291
57 H 2.315 -8.079 -2.614
58 H 1.111 -9.346 -2.690
59 H 2.577 -9.596 -1.803
60 H 1.590 -7.693 -0.193
61 H 1.087 -9.301 -0.124
62 H -0.075 -6.885 -1.652
63 H -0.891 -7.514 -0.177
64 C -6.486 4.123 -2.426
65 C -7.725 5.127 -2.456
66 C -7.452 6.637 -2.739
67 C -6.598 7.203 -1.730
68 N -5.938 7.619 -0.884
69 H -5.819 4.370 -1.601
70 H -5.913 4.234 -3.347
71 H -6.924 3.125 -2.457
72 H -8.384 5.058 -1.590
73 H -8.401 4.759 -3.228
74 H -8.430 7.103 -2.865
75 H -6.793 6.693 -3.605
76 C 4.345 0.591 -2.615
77 C 4.790 -0.751 -3.226
78 C 3.667 -1.544 -3.960
79 C 3.583 -1.138 -5.347
80 N 3.445 -0.919 -6.493
81 H 3.834 0.450 -1.662
82 H 3.674 1.114 -3.296
83 H 5.245 1.130 -2.320
84 H 5.473 -1.338 -2.611
85 H 5.516 -0.438 -3.977
86 H 2.639 -1.424 -3.618
87 H 3.901 -2.608 -3.954
88 C -1.714 1.820 6.833
89 C -0.236 1.674 6.586
90 C 0.739 1.915 7.793
91 C 0.543 0.858 8.822
92 N 0.381 -0.063 9.554
93 H -2.208 1.628 5.880
94 H -2.006 2.841 7.078
95 H -2.041 1.139 7.619
96 H 0.107 2.243 5.722
97 H -0.018 0.673 6.214
98 H 0.559 2.872 8.284
99 H 1.780 1.826 7.484
100 C 9.213 8.881 -3.094
101 C 9.223 7.669 -2.233
102 C 7.934 6.980 -2.536
103 C 6.672 7.675 -2.172
104 N 5.680 8.184 -1.936
105 H 10.051 9.558 -2.933
106 H 8.410 9.546 -2.773
107 H 9.202 8.598 -4.146
108 H 9.309 8.022 -1.205
109 H 10.049 6.984 -2.423
110 H 7.984 6.028 -2.007
111 H 7.573 6.645 -3.509

Atoms 1-6, force components in eV/Å:
Pb 0.3 -0.2 -0.2
Pb -0.2 -0.2 0.0
O -1.4 -3.6 1.9
C 1.4 4.7 -3.0
O 1.5 -1.1 -0.8
B -0.4 0.6 -0.9

Summary:
net charge	+3
F_max	7.95	eV Å⁻¹
E_LUMO	-13.59	eV
HOMO energy	-14.62	eV
frontier orbital gap	1.04	eV
molecular weight	1154.104	g mol⁻¹

Atomic partial charges in e from the Löwdin method, atoms 1 to 4: atom 1 (Pb): 1.369, atom 2 (Pb): 1.338, atom 3 (O): 0.108, atom 4 (C): -0.350



Record 2
ORCA calculation (the ωB97M-V functional and the def2-TZVPD basis) on a structure of composition C26H36AsBN2ReS7Sb at a distorted geometry.

Geometry (Å):
1 Re 1.270 -2.359 -0.056
2 S 4.880 -0.928 2.654
3 Sb 4.329 -3.169 2.446
4 S 1.793 -3.427 1.909
5 S 3.133 -3.965 0.294
6 S 0.970 -5.916 -2.674
7 As 0.338 -4.000 -2.527
8 S 1.930 -2.288 -2.199
9 S -0.599 -3.572 -0.354
10 S -1.146 -3.132 -3.754
11 C 0.939 -0.710 3.963
12 C -0.495 -0.311 4.172
13 C -0.812 1.186 4.078
14 C -1.487 -1.153 3.329
15 C -2.190 -2.222 3.955
16 C -3.069 -2.949 3.195
17 C -3.525 -2.482 1.968
18 C -2.932 -1.317 1.384
19 C -3.682 -0.702 0.213
20 C -2.928 -0.886 -1.119
21 C -4.087 0.753 0.505
22 C -1.738 -0.837 1.975
23 N -0.821 -0.056 1.202
24 B 0.250 -0.548 0.232
25 N 0.429 0.751 -0.492
26 C -0.301 1.783 0.097
27 C -1.057 1.284 1.071
28 C 1.223 1.071 -1.635
29 C 2.624 1.169 -1.496
30 C 3.403 1.456 -2.656
31 C 2.764 1.746 -3.850
32 C 1.391 1.716 -3.958
33 C 0.610 1.408 -2.864
34 C -0.884 1.514 -3.098
35 C -1.312 0.512 -4.193
36 C -1.241 2.956 -3.527
37 C 3.333 1.091 -0.136
38 C 3.413 2.451 0.599
39 C 4.778 0.596 -0.264
40 H 1.546 -0.292 4.775
41 H 1.390 -0.352 3.022
42 H 0.968 -1.799 4.014
43 H -0.776 -0.554 5.192
44 H -0.070 1.665 3.400
45 H -0.879 1.620 5.108
46 H -1.811 1.320 3.685
47 H -2.005 -2.388 5.042
48 H -3.514 -3.937 3.527
49 H -4.309 -3.026 1.446
50 H -4.631 -1.252 0.152
51 H -1.961 -0.349 -1.140
52 H -3.608 -0.478 -1.902
53 H -2.674 -1.928 -1.329
54 H -3.261 1.431 0.182
55 H -4.255 0.820 1.585
56 H -5.080 0.978 -0.013
57 H -0.347 2.800 -0.286
58 H -1.752 1.857 1.729
59 H 4.493 1.493 -2.552
60 H 3.340 2.029 -4.717
61 H 0.843 1.959 -4.884
62 H -1.495 1.242 -2.217
63 H -0.731 0.696 -5.128
64 H -2.366 0.534 -4.405
65 H -1.081 -0.520 -3.857
66 H -1.064 3.067 -4.638
67 H -0.679 3.697 -2.919
68 H -2.279 3.101 -3.276
69 H 2.869 0.382 0.517
70 H 4.115 3.148 0.105
71 H 3.729 2.223 1.643
72 H 2.434 2.927 0.629
73 H 5.455 1.400 -0.629
74 H 4.874 -0.261 -0.946
75 H 5.080 0.232 0.700

Atoms 1-6, force components in eV/Å:
Re -2.5 -1.4 -3.0
S -0.9 -2.7 0.0
Sb 1.5 2.7 1.2
S 0.5 -0.9 0.6
S -0.8 0.4 0.6
S 0.4 0.2 0.5

Summary:
net charge	+1
F_max	4.12	eV Å⁻¹
spin multiplicity	2
E_LUMO (alpha / beta)	-6.62 / -6.30	eV
HOMO energy (alpha / beta)	-11.11 / -11.12	eV
frontier orbital gap (alpha / beta)	4.49 / 4.82	eV
molecular weight	994.758	g mol⁻¹

Atomic partial charges in e from the Löwdin method, atoms 1 to 4: atom 1 (Re): 0.432, atom 2 (S): -0.048, atom 3 (Sb): 0.626, atom 4 (S): -0.028



Record 3
ORCA calculation (the ωB97M-V functional and the def2-TZVPD basis) on a structure of composition C3H5O4Tb at a distorted geometry.

Geometry (Å):
1 O 1.750 -1.877 -0.352
2 C 1.058 -1.256 -1.138
3 O 0.095 -0.450 -0.829
4 O 1.265 -1.295 -2.470
5 H 2.142 -1.655 -2.648
6 C -1.269 1.278 1.176
7 O -2.180 0.860 0.389
8 C 0.096 0.669 1.152
9 H -1.587 1.606 2.184
10 H 0.086 1.822 0.549
11 H 0.010 -0.347 1.566
12 H 0.767 1.087 1.916
13 Tb -2.232 -0.442 -1.495

Atoms 1-6, force components in eV/Å:
O -0.5 0.4 -0.5
C 1.3 -0.4 1.0
O -2.8 -0.3 -1.5
O -0.1 0.2 -0.8
H 0.0 -0.3 0.1
C -0.1 -3.9 2.1

Summary:
net charge	+1
F_max	5.60	eV Å⁻¹
spin multiplicity	8
E_LUMO (alpha / beta)	-4.59 / -5.23	eV
energy above the lowest of the compared OMol25 structures with the same formula, charge and spin	411.77	kJ/mol
HOMO energy (alpha / beta)	-12.74 / -12.84	eV
frontier orbital gap (alpha / beta)	8.15 / 7.61	eV
molecular weight	263.994	g mol⁻¹

Atomic partial charges in e from the Löwdin method, atoms 1 to 4: atom 1 (O): 0.086, atom 2 (C): -0.784, atom 3 (O): -0.316, atom 4 (O): 0.088